(i)
{"formula": "C5H11NP", "method": "ωB97M-V with the def2-TZVPD basis set", "charge": 1, "lumo_ha": -0.14385, "spin_multiplicity": 1, "e_homo_ev": -12.37, "species": ["C", "C", "C", "C", "C", "N", "P", "H", "H", "H", "H", "H", "H", "H", "H", "H", "H", "H"], "coordinates": [[3.61, 0.28, 0.10], [2.32, 0.26, 0.45], [1.11, 0.01, -0.24], [-0.10, -0.07, 0.34], [-1.33, -0.19, -0.33], [-2.11, -1.43, -0.05], [-2.56, 1.32, -0.19], [4.19, 0.40, 0.97], [3.88, 0.17, -0.88], [2.14, 0.49, 1.48], [1.02, 0.06, -1.30], [-0.17, -0.02, 1.43], [-1.29, -0.21, -1.83], [-3.08, -1.11, -0.25], [-1.81, -2.21, -0.68], [-2.10, -1.74, 0.97], [-2.14, 1.86, 0.95], [-1.56, 2.13, -0.95]]}

---

(ii)
{"formula": "C5H11NP", "method": "ωB97M-V with the def2-TZVPD basis set", "charge": 1, "lumo_ha": -0.15559, "spin_multiplicity": 1, "e_homo_ev": -13.53, "species": ["C", "C", "C", "C", "C", "N", "P", "H", "H", "H", "H", "H", "H", "H", "H", "H", "H", "H"], "coordinates": [[1.64, -0.23, 0.20], [0.19, -0.49, 0.45], [-0.08, 1.97, 0.20], [2.50, -1.46, -0.21], [-2.03, 0.63, -0.30], [-0.54, 0.62, -0.22], [2.32, 1.29, -0.05], [-0.22, -1.38, 0.15], [0.12, -0.52, 1.53], [-0.03, 2.88, -0.43], [-0.48, 2.22, 1.19], [2.74, -2.29, 0.45], [3.57, -1.10, -0.39], [2.19, -2.08, -1.03], [-2.63, 0.74, 0.53], [-2.14, 1.56, -0.91], [-2.39, -0.22, -0.98], [-0.19, 0.41, -1.20]]}

---

Winner for stability: (ii)

---

(i)
{"formula": "C3HClO2S", "method": "ωB97M-V with the def2-TZVPD basis set", "charge": 0, "lumo_ha": -0.09672, "spin_multiplicity": 1, "e_homo_ev": -11.08, "species": ["C", "C", "C", "O", "O", "S", "Cl", "H"], "coordinates": [[-1.50, 0.93, 0.34], [-1.80, 1.62, 1.32], [-0.92, -0.17, -0.03], [1.72, 0.82, 0.45], [1.05, -0.07, -1.76], [1.00, -0.14, -0.28], [1.66, -1.97, 0.37], [-1.21, -1.03, -0.42]]}

---

(ii)
{"formula": "C3HClO2S", "method": "ωB97M-V with the def2-TZVPD basis set", "charge": 0, "lumo_ha": [-0.09143, -0.14157], "spin_multiplicity": 1, "e_homo_ev": [-10.74, -9.58], "species": ["C", "C", "C", "O", "O", "S", "Cl", "H"], "coordinates": [[1.62, -0.42, 0.91], [2.65, 0.40, 0.86], [0.69, -1.28, 0.90], [-2.29, 0.10, -0.13], [-0.80, 0.04, -2.01], [-1.02, 0.39, -0.64], [-0.67, 2.62, -0.53], [-0.17, -1.85, 0.65]]}

---

Winner for stability: (i)

---

(i)
{"formula": "C16H20O2", "method": "ωB97M-V with the def2-TZVPD basis set", "charge": 0, "lumo_ha": 0.02609, "spin_multiplicity": 1, "e_homo_ev": -8.14, "smiles": "CCc1ccc(O)cc1.CCc1ccc(O)cc1", "species": ["C", "C", "C", "C", "C", "C", "O", "C", "C", "H", "H", "H", "H", "H", "H", "H", "H", "H", "H", "C", "C", "C", "C", "C", "C", "O", "C", "C", "H", "H", "H", "H", "H", "H", "H", "H", "H", "H"], "coordinates": [[2.70, -2.92, 1.22], [1.85, -1.70, 1.52], [0.34, -1.88, 1.32], [-0.47, -0.79, 1.72], [-1.83, -0.87, 1.54], [-2.35, -1.99, 0.84], [-3.65, -1.89, 0.39], [-1.59, -3.09, 0.46], [-0.22, -3.01, 0.76], [3.60, -2.92, 1.85], [3.05, -2.91, 0.19], [2.30, -3.91, 1.45], [2.17, -1.21, 2.46], [2.14, -0.89, 0.85], [0.03, 0.08, 2.11], [-2.57, -0.10, 1.67], [-3.96, -1.03, 0.64], [-2.12, -3.97, 0.13], [0.44, -3.84, 0.63], [2.26, 3.64, -0.62], [0.99, 3.12, 0.13], [0.14, 2.29, -0.77], [0.46, 0.95, -0.84], [-0.34, 0.06, -1.61], [-1.52, 0.58, -2.10], [-2.25, -0.27, -2.88], [-1.91, 1.94, -2.00], [-1.06, 2.78, -1.35], [1.96, 4.58, -1.09], [2.64, 2.92, -1.34], [3.03, 3.93, 0.11], [1.26, 2.66, 1.06], [0.43, 4.02, 0.39], [1.14, 0.45, -0.18], [-0.01, -0.95, -1.79], [-3.06, 0.12, -3.16], [-2.77, 2.19, -2.61], [-1.24, 3.83, -1.11]]}

---

(ii)
{"formula": "C16H20O2", "method": "ωB97M-V with the def2-TZVPD basis set", "charge": 0, "lumo_ha": -0.01517, "spin_multiplicity": 1, "e_homo_ev": -9.00, "species": ["C", "C", "C", "C", "C", "C", "C", "H", "H", "C", "O", "C", "C", "C", "C", "O", "C", "H", "C", "C", "C", "H", "H", "H", "H", "H", "H", "H", "H", "H", "H", "H", "H", "H", "H", "H", "H", "H"], "coordinates": [[5.84, 0.64, 0.66], [4.55, 0.29, 0.16], [4.05, -0.90, 0.32], [2.65, -1.33, -0.02], [1.78, -0.51, -0.69], [2.21, 0.86, -0.69], [3.47, 1.14, -0.22], [3.91, 2.29, -0.66], [1.56, 1.72, -1.27], [0.39, -0.64, -0.94], [-0.29, 0.32, -1.70], [-0.43, -1.70, -0.40], [-1.82, -1.82, -0.42], [-2.33, -0.67, 0.88], [-1.58, 0.52, 0.82], [-0.54, 0.55, 1.58], [-2.24, 1.59, 0.47], [-1.57, 2.47, 0.26], [-3.01, 1.52, -0.88], [-4.23, 0.43, -0.37], [-3.89, -0.48, 0.64], [-4.28, 0.14, 1.80], [-4.40, -1.30, 0.74], [-4.43, -0.20, -1.18], [-5.15, 1.07, -0.52], [-3.48, 2.35, -1.22], [-2.43, 0.84, -1.58], [-2.88, 2.30, 1.18], [-2.24, -1.34, 1.89], [-2.10, -1.25, -1.20], [-2.31, -2.51, -0.27], [-0.07, -2.69, -1.01], [0.07, -1.89, 0.74], [2.22, -2.44, 0.13], [4.50, -1.82, 0.77], [6.47, -0.03, 0.60], [6.24, 1.40, -0.26], [5.79, 1.07, 1.85]]}

---

Winner for stability: (i)

---

(i)
{"formula": "C4H5Cl3", "method": "ωB97M-V with the def2-TZVPD basis set", "charge": 0, "lumo_ha": 0.01530, "spin_multiplicity": 1, "e_homo_ev": -9.68, "smiles": "ClC=C(CCl)CCl", "species": ["Cl", "C", "C", "C", "Cl", "C", "Cl", "H", "H", "H", "H", "H"], "coordinates": [[-1.92, 0.58, 1.98], [-0.31, -0.03, 1.59], [0.06, -0.67, 0.45], [1.59, -0.71, 0.18], [2.26, 0.92, -0.44], [-1.01, -0.82, -0.57], [-0.53, -0.44, -2.24], [0.54, -0.10, 2.29], [2.25, -0.92, 1.03], [1.96, -1.46, -0.66], [-1.49, -1.96, -0.43], [-2.05, -0.18, -0.15]]}

---

(ii)
{"formula": "C4H5Cl3", "method": "ωB97M-V with the def2-TZVPD basis set", "charge": 0, "lumo_ha": 0.02348, "spin_multiplicity": 1, "e_homo_ev": -10.17, "smiles": "ClC(Cl)Cl.C=C=C", "species": ["Cl", "C", "Cl", "Cl", "H", "C", "C", "C", "H", "H", "H", "H"], "coordinates": [[2.27, -1.78, -0.39], [2.20, -0.07, -0.03], [2.53, 0.92, -1.52], [3.31, 0.42, 1.26], [1.13, 0.30, 0.40], [-1.41, 1.21, 0.48], [-1.75, 0.06, -0.04], [-1.84, -1.17, -0.39], [-0.83, 1.32, 1.30], [-1.72, 2.28, 0.11], [-2.69, -1.78, -0.03], [-1.21, -1.70, -1.15]]}

---

Winner for stability: (i)

---

(i)
{"formula": "C3H11N3", "method": "ωB97M-V with the def2-TZVPD basis set", "charge": -1, "s_squared": 0.75, "lumo_ha": [0.15587, 0.14919], "spin_multiplicity": 2, "e_homo_ev": [0.78, -3.90], "species": ["C", "C", "N", "H", "H", "H", "H", "H", "N", "C", "N", "H", "H", "H", "H", "H", "H"], "coordinates": [[-1.36, 1.92, -1.26], [0.49, 1.92, 0.07], [-0.02, 1.49, -1.02], [-2.10, 1.18, -0.79], [-1.40, 2.25, -2.36], [-1.42, 2.87, -0.71], [1.38, 1.45, 0.57], [-0.03, 2.62, 0.79], [0.67, -1.75, 1.88], [-0.16, -1.67, 0.71], [0.64, -1.72, -0.71], [-0.06, -1.54, 2.51], [0.73, -2.68, 2.37], [-0.99, -2.41, 0.47], [-0.55, -0.65, 0.65], [1.48, -1.21, -0.45], [0.10, -0.94, -1.23]]}

---

(ii)
{"formula": "C3H11N3", "method": "ωB97M-V with the def2-TZVPD basis set", "charge": -1, "s_squared": 0.75, "lumo_ha": [0.16649, 0.16178], "spin_multiplicity": 2, "e_homo_ev": [0.17, -1.86], "species": ["C", "N", "C", "N", "C", "N", "H", "H", "H", "H", "H", "H", "H", "H", "H", "H", "H"], "coordinates": [[1.30, 0.52, -0.41], [1.03, -0.62, 0.44], [0.03, -1.55, -0.14], [-1.02, -2.01, 0.74], [0.11, 1.53, -0.63], [-1.31, 1.25, 0.54], [1.53, 0.12, -1.45], [2.11, 1.17, -0.14], [0.62, -0.34, 1.29], [0.56, -2.42, -0.55], [-0.49, -1.01, -0.93], [-0.52, -2.50, 1.51], [-1.40, -1.11, 1.19], [0.41, 2.43, -1.19], [-0.73, 0.94, -0.91], [-2.06, 1.82, 0.14], [-0.15, 1.77, 0.50]]}

---

Winner for stability: (i)